Record 1
{"formula": "H23O11", "method": "wB97M-V/def2-TZVPD", "symbols": ["O", "H", "H", "O", "H", "H", "O", "H", "H", "O", "H", "H", "O", "H", "H", "O", "H", "H", "O", "H", "O", "H", "H", "O", "H", "H", "O", "H", "H", "O", "H", "H", "H", "H"], "coordinates": [[-1.611, 1.669, 2.161], [-1.089, 1.541, 2.957], [-1.532, 0.860, 1.647], [0.586, -1.686, 0.900], [0.606, -2.660, 0.943], [-0.366, -1.725, 1.130], [-0.886, -1.235, -1.361], [0.412, 1.606, -1.146], [3.029, 0.413, -0.599], [1.597, -0.403, 3.500], [2.174, -0.235, 2.758], [1.529, 4.473, 0.237], [-0.670, -3.327, 2.402], [-0.432, -4.108, 2.960], [1.728, -1.254, 3.916], [1.747, 2.074, -3.278], [0.713, 2.504, -2.283], [-0.561, -0.761, -2.128], [-3.219, -2.069, 1.007], [-0.450, -2.084, -1.237], [-1.981, -0.144, -3.436], [-2.230, -0.694, -2.677], [-2.649, -0.496, -4.053], [1.527, 3.519, 0.395], [-3.240, -1.706, 0.117], [1.136, 3.359, 1.278], [0.172, 2.559, -1.389], [2.685, 2.119, -3.058], [0.712, 2.714, -0.464], [2.256, 0.330, -1.174], [1.952, -0.549, -0.833], [1.495, 1.150, -3.450], [-1.345, -2.967, 2.993], [-3.796, -2.785, 1.266]], "homo_lumo_gap_ha": 0.383, "e_tot_ha": -841.12750, "total_charge": 1}

Record 2
{"formula": "C30H31Cl2InN2S5", "method": "wB97M-V/def2-TZVPD", "symbols": ["In", "Cl", "C", "C", "C", "C", "C", "Cl", "C", "S", "H", "H", "H", "S", "S", "S", "S", "N", "C", "C", "C", "C", "C", "C", "C", "C", "C", "C", "C", "C", "H", "H", "H", "H", "H", "H", "H", "H", "H", "H", "C", "C", "C", "C", "C", "C", "C", "C", "N", "C", "C", "C", "C", "H", "H", "H", "H", "H", "H", "H", "H", "H", "H", "H", "H", "H", "H", "H", "H", "H", "H"], "coordinates": [[0.894, 0.177, -2.031], [-2.916, 2.163, 1.058], [-4.605, 2.434, 1.423], [-4.915, 3.668, 1.960], [-6.231, 3.972, 2.283], [-7.204, 3.010, 2.058], [-6.862, 1.784, 1.524], [-8.172, 0.647, 1.294], [-5.545, 1.403, 1.162], [-5.133, -0.125, 0.504], [-4.123, 4.387, 2.119], [-6.490, 4.937, 2.699], [-8.242, 3.205, 2.297], [2.770, 1.109, -3.578], [1.724, 2.563, -4.621], [0.674, 3.522, -3.147], [-0.683, 2.092, -2.531], [-1.277, -0.469, -0.504], [-0.932, -1.753, -0.047], [-0.882, -1.997, 1.324], [-0.509, -3.237, 1.811], [-0.181, -4.256, 0.931], [-0.232, -4.014, -0.433], [-0.600, -2.774, -0.954], [-0.672, -2.582, -2.434], [-1.326, -3.561, -3.184], [-1.437, -3.443, -4.562], [-0.901, -2.335, -5.198], [-0.249, -1.360, -4.455], [-0.113, -1.456, -3.071], [-1.683, 0.094, 0.235], [-1.960, -0.498, -1.257], [-1.155, -1.198, 2.004], [-0.475, -3.404, 2.881], [0.121, -5.228, 1.300], [0.035, -4.801, -1.130], [-1.773, -4.410, -2.679], [-1.956, -4.205, -5.132], [-1.002, -2.228, -6.273], [0.165, -0.493, -4.962], [0.413, 4.157, 1.325], [1.282, 2.945, 1.538], [2.115, 2.867, 2.655], [2.933, 1.760, 2.811], [3.850, 1.642, 4.004], [2.935, 0.748, 1.860], [2.116, 0.786, 0.710], [1.273, 1.917, 0.615], [2.109, -0.146, -0.303], [3.129, -1.214, -0.361], [4.549, -0.630, -0.460], [3.009, -2.234, 0.792], [2.909, -2.039, -1.635], [0.760, 4.990, 1.939], [-0.627, 3.951, 1.582], [0.428, 4.464, 0.278], [2.129, 3.672, 3.383], [3.741, 2.502, 4.668], [4.896, 1.585, 3.693], [3.632, 0.741, 4.582], [3.617, -0.067, 2.024], [0.618, 2.027, -0.244], [4.810, -0.019, 0.402], [4.619, 0.001, -1.348], [5.282, -1.438, -0.543], [3.451, -1.909, 1.730], [3.515, -3.160, 0.503], [1.957, -2.465, 0.971], [3.000, -1.436, -2.541], [1.931, -2.520, -1.621], [3.670, -2.821, -1.695]], "homo_lumo_gap_ha": 0.226, "e_tot_ha": -4372.94551, "total_charge": -2}

Record 3
{"formula": "C2H7O2", "method": "wB97M-V/def2-TZVPD", "symbols": ["C", "O", "C", "H", "H", "H", "H", "H", "H", "H", "O"], "coordinates": [[-0.383, -0.216, 0.554], [0.857, -0.081, 0.130], [-1.135, -1.011, -0.434], [-0.960, 0.597, 0.809], [-0.231, -0.989, 1.456], [-0.972, -2.012, -0.355], [-1.023, -0.623, -1.503], [-2.305, -0.967, -0.313], [1.404, 1.004, -0.149], [2.744, 2.187, 0.227], [2.005, 2.111, -0.421]], "homo_lumo_gap_ha": 0.301, "e_tot_ha": -230.84383, "total_charge": -1}

Record 4
{"formula": "C4H14N2O", "method": "wB97M-V/def2-TZVPD", "symbols": ["N", "C", "C", "N", "C", "C", "H", "H", "H", "H", "H", "H", "H", "H", "H", "H", "H", "H", "H", "H", "O"], "coordinates": [[1.320, 2.152, 0.232], [0.566, 1.277, -0.565], [0.625, -0.297, -0.620], [-0.438, -1.051, -1.364], [0.198, -2.294, -1.841], [-1.811, -0.877, -0.800], [1.883, 2.726, -0.395], [0.756, 2.980, 0.589], [0.350, 1.646, -1.565], [-0.531, 1.294, -0.206], [0.440, -0.470, 0.432], [1.619, -0.455, -0.918], [0.346, -2.306, -2.966], [1.164, -2.259, -1.330], [-0.462, -3.207, -1.431], [-1.664, -0.786, 0.238], [-2.526, -1.736, -1.092], [-2.227, 0.112, -1.046], [0.091, 0.387, 5.091], [-0.344, 1.920, 4.356], [0.645, 1.243, 5.201]], "homo_lumo_gap_ha": [0.383, 0.223], "e_tot_ha": -345.05636, "spin_multiplicity": 2, "total_charge": 1}

Record 5
{"formula": "H4N2O3Si", "method": "wB97M-V/def2-TZVPD", "symbols": ["N", "N", "O", "O", "O", "Si", "H", "H", "H", "H"], "coordinates": [[2.077, 1.366, -0.458], [-1.474, 0.583, -0.502], [-1.582, 0.241, -1.641], [-1.994, 1.508, 0.039], [0.118, -1.834, 0.009], [-0.542, -0.495, 0.537], [2.005, 1.443, 0.545], [2.528, 0.530, -0.736], [-0.164, -2.697, 0.274], [-0.973, -0.646, 1.931]], "homo_lumo_gap_ha": [0.358, 0.269], "e_tot_ha": -626.92544}

Record 6
{"formula": "C24H33N3O4", "method": "wB97M-V/def2-TZVPD", "symbols": ["C", "O", "C", "C", "C", "C", "C", "C", "O", "C", "C", "O", "C", "N", "C", "C", "N", "C", "C", "O", "N", "C", "C", "C", "C", "C", "C", "C", "C", "C", "C", "H", "H", "H", "H", "H", "H", "H", "H", "H", "H", "H", "H", "H", "H", "H", "H", "H", "H", "H", "H", "H", "H", "H", "H", "H", "H", "H", "H", "H", "H", "H", "H", "H"], "coordinates": [[-0.706, -1.188, -2.457], [0.215, -1.177, -1.391], [0.217, -2.233, -0.524], [-0.655, -3.309, -0.565], [-0.532, -4.338, 0.356], [0.457, -4.306, 1.319], [1.328, -3.230, 1.378], [1.212, -2.193, 0.470], [2.000, -1.066, 0.513], [3.407, -1.236, 0.574], [4.053, -0.530, -0.636], [3.395, -0.905, -1.819], [4.211, 1.015, -0.498], [3.085, 1.861, -0.188], [2.658, 1.901, 1.195], [1.720, 3.095, 1.390], [0.579, 2.903, 0.523], [-0.599, 3.700, 0.784], [-1.876, 2.888, 0.501], [-2.971, 3.406, 0.439], [-1.604, 1.573, 0.383], [-2.472, 0.480, 0.228], [-3.417, 0.432, -0.801], [-3.544, 1.550, -1.786], [-4.219, -0.698, -0.910], [-4.073, -1.765, -0.043], [-3.117, -1.716, 0.957], [-2.313, -0.598, 1.108], [-1.294, -0.524, 2.206], [1.010, 2.924, -0.862], [1.951, 1.742, -1.083], [-0.549, -2.055, -3.106], [-1.737, -1.177, -2.094], [-0.510, -0.277, -3.020], [-1.430, -3.356, -1.312], [-1.217, -5.170, 0.310], [0.552, -5.110, 2.032], [2.096, -3.189, 2.137], [3.654, -2.301, 0.535], [3.789, -0.814, 1.510], [5.075, -0.919, -0.735], [2.441, -0.837, -1.663], [4.605, 1.351, -1.464], [4.977, 1.199, 0.261], [3.538, 2.016, 1.831], [2.112, 0.994, 1.493], [1.384, 3.128, 2.429], [2.262, 4.028, 1.162], [-0.632, 3.977, 1.841], [-0.641, 4.631, 0.201], [-0.625, 1.358, 0.573], [-2.567, 1.811, -2.194], [-3.938, 2.438, -1.294], [-4.206, 1.271, -2.602], [-4.958, -0.743, -1.697], [-4.701, -2.637, -0.148], [-2.996, -2.551, 1.631], [-1.344, -1.413, 2.829], [-0.287, -0.454, 1.797], [-1.469, 0.353, 2.828], [0.136, 2.825, -1.509], [1.527, 3.866, -1.106], [2.320, 1.742, -2.111], [1.378, 0.822, -0.901]], "homo_lumo_gap_ha": 0.328, "e_tot_ha": -1399.55913}

Respective energy above the lowest of the compared OMol25 structures with the same formula, charge and spin values: 97.1; 3.6; 25.6; 117.8; 121.2; 39.8 kcal/mol.